Record 1
19
Properties=species:S:1:pos:R:3:forces:R:3 method="wB97M-V/def2-TZVPD" e_tot_ev=-11507.5796 e_above_lowest_kj_mol=63.5 total_charge=+1 homo_lumo_gap_ev=9.09 homo_energy_ev=-12.4
F 0.29150 0.39204 1.50303 0.209 -0.031 -0.172
N -0.90148 -1.76975 0.11546 -0.050 0.012 0.105
N -2.17145 0.15654 0.19710 -0.039 0.099 0.360
N 1.96611 -1.29436 0.16700 0.136 -0.080 0.275
C 1.54805 -0.12033 -0.38061 -0.731 0.137 0.195
C 0.60089 0.66358 0.18299 1.028 0.531 0.439
C -1.23218 -0.58242 -0.37010 -0.843 -0.898 -0.890
C 0.21930 2.04680 -0.23606 0.309 -0.078 0.159
H -0.62526 2.39076 0.35496 -0.091 -0.001 -0.035
H 1.88872 -1.36686 1.17500 0.108 0.003 -0.170
H -1.02721 -0.39750 -1.41774 -0.020 0.005 0.160
H -1.12841 -2.01203 1.06957 0.006 -0.025 -0.087
H -0.02508 2.08706 -1.29397 -0.053 0.042 -0.147
H 2.79819 -1.71275 -0.21628 0.004 -0.015 0.000
H -2.49757 1.00207 -0.24200 0.062 -0.080 0.016
H 1.04403 2.73651 -0.05100 -0.088 0.063 -0.018
H -0.18572 -2.32229 -0.33423 -0.043 0.153 0.084
H 1.87078 0.10061 -1.38618 0.082 0.063 -0.096
H -2.43319 0.00231 1.16306 0.014 0.100 -0.179

***

Record 2
9
Properties=species:S:1:pos:R:3:forces:R:3 method="wB97M-V/def2-TZVPD" e_tot_ev=-5892.3369 e_above_lowest_kj_mol=2.9 total_charge=0 smiles=CB(O)O homo_lumo_gap_ev=11.83 homo_energy_ev=-11.4
O -0.30237 1.48592 -0.76876 -0.312 1.041 1.774
O -0.24890 0.57178 1.47152 -0.167 0.281 -0.112
C 0.23608 -0.91999 -0.57123 0.201 -0.509 1.173
B -0.14661 0.42330 0.09334 0.345 -0.148 0.227
H -0.46367 2.29529 -0.22405 0.090 -0.681 -0.806
H -0.11775 -0.19532 2.05698 -0.045 0.447 -0.853
H -0.53012 -1.66749 -0.29107 0.480 0.043 -0.502
H 1.21055 -1.22910 -0.14569 -0.433 -0.132 -0.196
H 0.36281 -0.76439 -1.62104 -0.160 -0.342 -0.706

***

Record 3
121
Properties=species:S:1:pos:R:3:forces:R:3 method="wB97M-V/def2-TZVPD" e_tot_ev=-132197.5702 e_above_lowest_kj_mol=245.1 total_charge=0 homo_lumo_gap_ev="5.74 / 5.53" homo_energy_ev="-6.3 / -6.1"
W 0.11942 0.29866 0.10253 2.169 -0.062 -0.794
Cl 0.68357 0.55069 -4.74953 0.000 -0.063 -0.065
Cl -1.96769 -0.62919 -5.05240 -0.007 -0.054 -0.028
P 1.15529 -3.04393 -0.70597 0.482 0.528 -0.296
P -0.43171 -2.95441 1.89666 -3.271 0.915 -0.820
Si -0.06697 1.77641 2.18454 -1.031 0.662 0.550
Si -2.45860 0.07267 0.37330 -1.131 0.647 0.006
O -1.40272 -1.52547 -2.18342 -0.012 -0.075 -0.145
O -0.52264 -1.49289 1.51702 0.542 0.495 0.292
O 1.00249 -1.55736 -0.81122 -0.166 -0.029 0.173
O -0.10930 0.29992 -2.06558 -0.535 -0.642 0.033
N 1.66461 1.49698 -0.46099 -0.030 -0.122 -0.185
N 2.03104 -0.29634 1.27115 -0.116 0.599 -0.095
N -0.70846 2.37616 -0.77374 0.081 -0.249 0.831
N 2.91286 1.43153 0.01720 0.217 0.092 -0.038
C 0.50488 3.56843 1.97265 0.095 -0.036 -0.330
C 0.25437 -3.24784 3.55178 1.648 -0.789 -0.794
C 1.55183 2.54823 -1.34004 0.121 0.271 -0.142
C -3.86085 -3.38721 3.94879 0.014 -0.009 -0.030
C 0.59735 -4.56329 3.86968 -0.136 0.073 0.055
C 1.23698 -3.90197 -2.28748 -0.382 -0.438 0.166
C -4.89165 1.37167 -0.48393 -0.004 -0.235 -0.071
C -1.91124 1.80708 2.66479 -0.092 -0.169 -0.153
C 4.56876 -0.50316 2.53039 -0.016 -0.038 0.008
C 2.34959 -1.27906 2.13683 0.010 0.053 0.095
C -0.19999 -3.78454 0.23558 1.376 -0.436 1.403
C 3.79280 -2.57822 -0.36077 -0.031 -0.057 -0.001
C 3.54004 -1.43757 2.77692 -0.069 0.009 0.132
C 0.76646 1.38708 3.87012 0.208 -0.618 -0.209
C 0.25163 3.04747 -1.44893 -0.134 0.017 -0.093
C -5.06435 2.54572 0.12951 -0.026 0.101 -0.038
C -3.73373 -5.33210 2.53933 -0.023 -0.042 -0.022
C -2.58046 -4.82882 1.94386 0.060 0.067 -0.036
C -4.15813 0.93431 2.53649 0.069 -0.188 0.084
C -2.32625 2.62180 3.72095 0.036 -0.052 -0.033
C 1.59515 -3.79920 5.91279 -0.041 0.036 -0.056
C 4.26577 -4.67403 1.40538 -0.006 -0.035 0.085
C 5.07737 -2.82540 0.09091 -0.023 -0.046 -0.013
C -2.85809 0.97639 2.02206 0.388 -0.019 0.120
C -2.87600 1.87122 -1.85394 -0.237 0.106 -0.254
C 1.28048 -2.48815 5.57741 -0.183 -0.030 0.170
C 1.25906 -4.83889 5.05521 -0.041 -0.032 0.016
C 2.65546 3.12766 -1.98250 -0.007 -0.046 0.145
C 2.38765 -4.59323 -2.67051 0.010 0.059 -0.042
C 0.12658 4.24861 -2.21561 -0.076 0.000 -0.008
C -2.73318 3.50779 0.13418 0.031 0.147 -0.200
C 3.06977 0.52521 0.94521 0.011 -0.121 -0.011
C 2.74033 -3.39041 0.06372 -0.056 -0.235 0.106
C -3.45951 -1.53834 0.45694 0.493 -0.333 -0.046
C -3.64356 2.63018 4.15724 0.033 -0.017 -0.013
C 0.06469 -4.05484 -3.03833 -0.006 -0.029 0.114
C -4.36436 -4.62202 3.54478 -0.008 0.049 -0.010
C -0.41490 -0.71792 -4.19144 0.017 0.233 0.073
C 1.21334 -5.53294 -4.54692 0.043 -0.010 0.038
C 5.31416 -3.87852 0.96741 -0.005 0.061 -0.031
C -0.68077 -0.65700 -2.67215 -0.125 0.207 0.205
C -4.55654 1.75738 3.58074 0.003 -0.014 0.037
C 0.62025 -2.20581 4.39351 -0.414 0.105 0.028
C -3.60487 0.84032 -1.01051 0.298 0.165 0.065
C 2.48906 4.24933 -2.74783 0.010 0.108 -0.063
C 1.20892 4.81813 -2.83601 0.049 -0.130 0.043
C -2.06382 -3.60975 2.35383 0.118 -0.184 0.366
C 2.97624 -4.43000 0.95717 -0.073 -0.002 -0.152
C -4.00776 3.46297 0.53097 -0.058 0.060 -0.035
C -2.71668 -2.88740 3.36148 0.132 -0.182 0.118
C 2.37362 -5.40077 -3.79883 -0.007 0.061 -0.016
C 4.33790 0.45368 1.60229 0.037 0.045 -0.055
C 0.06059 -4.85903 -4.16590 -0.008 0.014 -0.051
C -2.07251 2.87750 -1.05616 -0.017 -0.474 0.266
H 3.62345 2.66981 -1.85138 0.009 0.014 -0.006
H 0.05550 0.91964 4.55700 -0.019 0.026 -0.017
H -4.35542 -2.82061 4.72666 -0.023 0.004 -0.022
H -2.32004 -1.92651 3.67294 -0.054 0.023 0.009
H -4.50625 -1.32841 0.23114 0.033 0.122 -0.060
H 5.07009 1.19574 1.31683 -0.006 -0.001 0.029
H 0.35237 -1.19051 4.13157 0.186 0.049 -0.047
H -0.83996 -3.54295 -2.73152 0.015 0.057 -0.082
H 3.66602 -2.27301 3.45192 0.008 0.008 -0.009
H -2.09626 -5.40110 1.16170 -0.028 -0.024 0.010
H 4.45299 -5.48496 2.09764 -0.009 0.012 0.006
H -1.60386 3.27545 4.20270 -0.038 0.001 0.031
H 5.51479 -0.57045 3.05257 0.012 0.027 -0.032
H 2.09228 -4.01302 6.84980 0.066 0.015 -0.033
H -4.29096 4.15844 1.31608 0.020 -0.027 0.024
H 3.29604 -4.50803 -2.09097 0.003 -0.034 0.006
H -5.76487 0.73626 -0.61258 -0.035 0.064 -0.020
H 1.60279 -2.00969 2.31459 -0.123 -0.008 0.009
H 3.33150 4.70450 -3.25128 -0.018 -0.029 -0.033
H 1.57585 3.61202 1.74761 -0.002 0.002 0.032
H 3.58911 -1.75364 -1.03402 0.049 0.022 0.005
H 0.04109 -1.67042 -4.44202 -0.045 -0.046 0.017
H 0.33311 4.13213 2.89318 -0.001 -0.075 0.044
H 1.54930 -1.67531 6.23932 -0.019 0.000 0.003
H -0.03316 -4.85630 0.35750 -0.159 -0.066 -0.270
H -0.01869 4.07367 1.16291 0.057 -0.005 -0.025
H 2.15677 -5.04999 1.30540 0.062 -0.047 -0.019
H -5.24886 -5.02681 4.01897 -0.014 0.014 -0.020
H -5.58032 1.72757 3.93633 0.005 -0.005 -0.006
H -4.13065 -6.28686 2.21977 0.004 0.006 -0.012
H -6.06431 2.81212 0.45628 0.002 -0.034 0.011
H -3.42073 -2.01623 1.42299 -0.163 0.056 -0.025
H -0.81593 4.76160 -2.31486 0.027 0.032 -0.015
H -2.18558 1.37448 -2.53298 -0.004 0.065 -0.054
H 6.32076 -4.07211 1.31541 -0.010 -0.007 0.008
H 1.06199 5.72925 -3.40287 -0.001 -0.001 -0.005
H -0.84887 -4.97164 -4.74159 -0.004 0.028 0.009
H -3.84230 -0.01027 -1.65559 0.127 -0.111 0.092
H 1.20409 -6.17427 -5.41879 -0.005 0.018 -0.008
H -1.96849 3.71452 -1.73600 0.081 -0.006 0.003
H 1.63394 0.72353 3.78399 0.022 0.081 0.053
H -2.08938 4.23101 0.62712 -0.039 -0.024 0.071
H -1.15129 -3.56132 -0.25065 -0.019 0.041 -0.010
H 0.31860 -5.36873 3.19750 0.049 -0.050 0.046
H -4.88349 0.25558 2.10145 -0.027 0.049 -0.019
H 3.27038 -5.93533 -4.08291 0.003 0.020 -0.020
H -3.95190 3.30080 4.95114 -0.003 -0.031 0.017
H 1.51848 -5.85870 5.30718 -0.033 -0.003 0.008
H -3.59891 2.40315 -2.48276 -0.003 0.052 0.058
H -3.09654 -2.24975 -0.29227 -0.092 0.028 -0.046
H 5.89125 -2.19317 -0.23811 0.005 0.000 0.018
H 1.11369 2.31131 4.33393 -0.050 0.053 -0.052